1.
An isolated molecule of C4H8N2O at a distorted geometry. Source: the Open Molecules 2025 dataset; level of theory: the ωB97M-V functional and the def2-TZVPD basis.

Values from the calculation:
* multiplicity: 3

Structure (XYZ):
```
15
Properties=species:S:1:pos:R:3:forces:R:3:lowdin_charge:R:1
O -2.2584 1.8800 0.4791 -3.0 1.7 5.1 0.14
H -2.1791 1.2781 -1.4343 0.2 0.2 0.8 0.14
C -1.6338 1.5306 -0.4798 3.8 -2.4 -5.8 -0.30
H 0.1067 1.3528 -1.7167 -0.2 0.4 1.2 0.14
C 0.3509 -2.0326 0.3154 0.8 -1.8 1.7 -0.11
H 0.9623 -2.7988 0.9267 -0.7 1.3 -0.8 0.09
H 0.6551 -2.1980 -0.6939 0.8 0.9 -0.8 0.06
C 0.8730 1.6763 0.3711 3.1 1.6 0.0 -0.16
N 0.8241 0.3064 0.0228 -0.7 -1.0 -0.8 -0.10
N 0.4440 -0.7007 0.9026 1.4 -0.2 -1.0 -0.08
H -0.6221 -2.4895 0.2679 -1.0 0.3 0.5 0.05
H 1.8747 2.1512 -0.0291 -2.0 -0.5 1.1 0.14
H 0.5964 2.0288 1.3671 -0.2 -0.2 -0.2 0.11
C -0.1406 1.3345 -0.6228 -0.8 -0.5 -2.0 -0.22
H -0.3121 -0.4400 1.4643 -1.5 0.2 1.0 0.09
```
Positions in Å, forces in eV/Å.


2.
A cluster of 2 separate species, C4H8N2O in total at a distorted geometry. Source: the Open Molecules 2025 dataset; level of theory: the ωB97M-V functional and the def2-TZVPD basis.

Values from the calculation:
* net charge: +1
* multiplicity: 2

Structure (XYZ):
```
15
Properties=species:S:1:pos:R:3:forces:R:3:lowdin_charge:R:1
C -0.6778 0.9451 -0.3015 1.0 0.8 -1.7 0.01
H -2.4680 1.1383 3.6290 -0.9 0.3 -1.0 0.01
N 0.1779 -0.9746 -1.7595 1.6 1.0 0.9 0.14
H -1.6078 0.0176 4.1484 0.8 -2.6 -0.6 -0.01
H -0.2174 1.9176 0.0060 -0.8 -1.0 0.3 0.12
N 2.4549 -1.0020 -1.1805 -0.3 -0.3 0.0 0.11
C 1.7878 -0.0792 -0.4531 1.6 0.9 1.1 0.02
H -1.3903 0.4598 0.3144 0.0 -0.4 1.8 0.09
H 1.6350 -2.2867 -2.8155 0.7 0.1 0.7 0.15
H 2.3406 0.5766 0.2994 -0.9 -1.1 -1.2 0.17
H -1.4149 1.1418 -1.0980 0.8 0.2 -0.5 0.11
O -1.9036 0.8652 4.3234 0.1 2.4 1.6 0.00
H -0.7310 -1.1435 -2.3725 2.6 0.5 1.9 0.23
C 1.6147 -1.5930 -1.9656 -3.9 1.7 -0.3 0.03
C 0.4000 0.0171 -0.7742 -2.4 -2.4 -3.1 -0.17
```
Positions in Å, forces in eV/Å.


3.
An isolated molecule of C4H8N2O2 at a distorted geometry. Source: the Open Molecules 2025 dataset; level of theory: the ωB97M-V functional and the def2-TZVPD basis.

Values from the calculation:
* SMILES: [H]/N=C(\CO)N(O)C=C

Structure (XYZ):
```
16
Properties=species:S:1:pos:R:3:forces:R:3:lowdin_charge:R:1
C -1.7096 0.9450 0.2662 -1.7 2.6 3.3 -0.22
C 0.6163 0.1392 -0.0662 1.0 -0.9 5.6 -0.27
H 2.1604 0.3507 1.0014 1.9 -0.3 -0.3 -0.01
C 1.0926 -0.9561 -0.9843 2.1 -4.7 2.4 -0.16
C -1.4873 1.9278 1.2099 0.2 3.2 -1.8 -0.02
H -0.4710 2.5233 1.3902 -2.0 -2.4 -0.2 0.08
H -1.3397 -1.9003 -0.2312 -0.3 4.1 -3.4 0.25
H 0.8488 -0.7091 -1.9841 0.4 0.1 -1.2 0.10
H 0.5296 -2.0146 -0.7741 1.2 2.9 -0.3 0.15
H -2.7140 0.6130 -0.0570 0.7 0.6 0.3 0.13
O 2.5437 -1.3945 -0.9270 1.7 -0.6 1.7 -0.21
O -1.3664 -0.9740 -0.9834 0.8 -2.2 4.8 -0.11
H 3.1516 -2.0075 -0.1465 -4.1 2.9 -2.9 0.22
H -2.3033 2.7240 1.3074 0.7 -1.7 0.1 0.05
N -0.7771 0.0921 -0.1029 1.0 -2.7 -3.2 -0.14
N 1.2252 0.6409 1.0818 -3.8 -1.0 -4.9 0.14
```
Positions in Å, forces in eV/Å.


4.
An isolated molecule of C4H8N2O2 at a distorted geometry. Source: the Open Molecules 2025 dataset; level of theory: the ωB97M-V functional and the def2-TZVPD basis.

Values from the calculation:
* SMILES: O=CNN1CC(O)C1

Structure (XYZ):
```
16
Properties=species:S:1:pos:R:3:forces:R:3:lowdin_charge:R:1
O 0.6576 -2.6489 -0.3217 -0.1 0.3 0.4 -0.04
C 0.3129 -1.4829 0.4139 -0.2 2.0 -1.0 -0.26
C -0.8450 -0.6508 -0.2932 -1.3 -1.3 -0.1 -0.11
H -1.3869 -1.2054 -1.1013 1.1 0.2 0.0 0.11
C -0.5986 2.3371 0.3826 -1.2 1.6 0.3 -0.37
O -0.5263 1.8538 1.4793 0.3 -0.6 0.9 0.02
N 0.0990 0.3900 -0.7202 -0.7 -2.2 -0.6 -0.16
H -1.7509 -0.3578 0.2698 0.9 0.5 0.6 0.11
H 0.2319 -1.6583 1.5009 -0.1 0.1 -0.6 0.14
H 1.5486 0.3686 0.8768 0.2 0.2 0.2 0.10
C 1.2159 -0.2006 0.0238 0.6 -1.7 -0.4 -0.08
N -0.3092 1.6723 -0.7554 0.1 1.9 -1.2 0.01
H 0.7402 -3.4050 0.2679 0.0 0.2 0.0 0.09
H -1.0122 3.4009 0.3012 0.6 -1.0 -0.6 0.14
H -0.4332 2.1593 -1.6798 0.4 -0.9 1.4 0.17
H 2.0561 -0.5723 -0.6446 -0.8 0.8 0.8 0.12
```
Positions in Å, forces in eV/Å.


5.
An isolated molecule of C4H8N2O2 at a distorted geometry. Source: the Open Molecules 2025 dataset; level of theory: the ωB97M-V functional and the def2-TZVPD basis.

Values from the calculation:
* SMILES: [H]/N=C(\O)[C@@H](C)C(N)=O

Structure (XYZ):
```
16
Properties=species:S:1:pos:R:3:forces:R:3:lowdin_charge:R:1
H 1.0803 -0.7502 1.8681 -0.2 0.0 -0.2 0.09
C 0.0947 -0.7187 1.3903 -0.2 -0.3 0.6 -0.05
C -1.1909 -0.0311 -0.6393 -1.4 1.1 -0.8 -0.50
H -2.6337 -1.1546 -1.5362 0.3 0.0 0.2 0.11
O 2.0479 1.2202 -0.7874 1.0 -0.6 -1.2 0.07
H -0.5639 -0.1121 2.0223 0.2 0.0 -0.2 0.10
N -1.7199 -1.2050 -1.1019 0.1 -0.3 0.0 0.15
N 0.7084 2.1535 0.7410 0.0 -1.4 -0.8 0.17
H 0.7535 -0.8649 -0.6328 -0.1 0.0 0.0 0.14
C 0.9637 1.1408 -0.0049 -0.5 2.0 1.4 -0.47
H 1.4123 2.8665 0.5168 -0.2 -0.1 0.2 0.07
H -0.3081 -1.7369 1.3778 0.1 0.1 -0.1 0.08
O -1.8418 1.0033 -0.7506 1.0 -1.0 0.4 0.07
C 0.1894 -0.1477 -0.0222 0.3 -0.2 0.2 -0.25
H -1.2128 -2.0772 -1.1436 -0.1 0.3 0.1 0.10
H 2.2210 0.4140 -1.2975 -0.2 0.3 0.2 0.11
```
Positions in Å, forces in eV/Å.


6.
A cluster of 2 separate species, C4H8N2O2 in total at a distorted geometry. Source: the Open Molecules 2025 dataset; level of theory: the ωB97M-V functional and the def2-TZVPD basis.

Structure (XYZ):
```
16
Properties=species:S:1:pos:R:3:forces:R:3:lowdin_charge:R:1
H 2.8263 -1.1592 0.2745 -0.8 0.5 -0.4 0.13
H -3.3764 0.6101 -1.4966 2.9 -0.8 4.1 0.22
N 2.4678 0.7489 0.9112 -3.5 2.5 2.1 0.06
C -0.4249 0.2298 0.3883 -0.6 -0.5 -0.1 -0.17
C -1.4435 0.2700 -0.7868 1.0 -1.4 -2.0 -0.40
H 0.9351 -2.4470 1.2347 -2.6 1.4 -4.5 0.28
H -0.8845 2.3319 -0.0883 -1.1 0.2 0.3 0.10
C -0.6122 1.4213 -0.5736 3.6 1.7 -0.8 -0.10
H 0.1934 1.7676 -1.3361 -1.1 -1.4 1.4 0.15
H -1.0095 0.2698 1.4015 1.7 0.0 -1.6 0.18
H 1.4211 1.2630 1.2677 3.9 -1.3 -1.6 0.14
O 0.4017 -1.9710 0.0881 2.9 -2.8 5.0 -0.11
C 2.0813 -0.3439 0.4316 -0.5 -1.0 -0.1 -0.33
H -1.0946 -0.4262 -1.6607 -1.0 1.3 1.7 0.18
N 0.7530 -0.6599 0.1339 -1.7 1.6 -0.1 -0.25
O -2.7967 0.4338 -0.5467 -3.1 -0.1 -3.3 -0.08
```
Positions in Å, forces in eV/Å.


Record order is preserved below.
Energy relative to the best compared isomer or geometry (same formula, charge and spin): 243.3; 149.2; 814.2; 348.9; 95.1; 787.0 kJ/mol